C44H107BNO11S9 | the ωB97M-V functional and the def2-TZVPD basis

Kohn-Sham gap = 8.4 eV
lowest unoccupied orbital energy = 0.3959 eV
E_HOMO = -8.0 eV
multiplicity = 2
DFT total energy = -169550.5754 eV
⟨S²⟩ = 0.755

Last column: Löwdin charge in e.
Positions of all 173 atoms, in Å:
C (-3.921, 3.625, 4.597)  -0.126
C (-3.757, 4.670, 3.320)  -0.238
C (-3.421, 3.900, 1.906)  -0.216
C (-4.744, 3.710, 0.955)  -0.214
C (-5.098, 2.103, 0.660)  -0.219
C (-3.781, 1.283, 0.040)  -0.220
C (-4.336, -0.089, -0.700)  -0.218
C (-3.569, -1.397, -0.031)  -0.223
C (-2.117, -1.743, -0.784)  -0.203
C (-1.428, -3.096, -0.164)  -0.209
C (0.112, -3.382, -0.722)  -0.200
C (1.276, -2.996, 0.405)  -0.193
C (1.775, -1.457, 0.154)  -0.212
C (3.353, -1.164, 0.467)  -0.200
C (4.421, -2.069, -0.400)  -0.187
C (4.958, -1.413, -1.779)  -0.165
C (4.004, -1.474, -3.095)  -0.269
B (3.245, -2.952, -3.332)  -0.386
C (4.115, -4.352, -3.019)  -0.058
O (1.874, -3.124, -3.840)  0.008
C (2.926, -0.249, -3.076)  -0.079
C (3.276, 1.065, -3.961)  -0.404
C (1.852, 1.623, -4.640)  -0.060
C (3.724, 2.275, -2.897)  -0.079
N (4.357, 0.945, -4.992)  -0.130
O (5.530, 1.482, -4.617)  -0.061
C (4.494, -0.435, -5.586)  -0.409
C (5.714, -0.360, -6.727)  -0.069
C (3.175, -0.997, -6.379)  -0.040
C (5.062, -1.405, -4.394)  -0.063
H (-3.541, 4.160, 5.580)  0.059
H (-3.268, 2.673, 4.347)  0.079
H (-5.037, 3.315, 4.781)  0.042
H (-4.767, 5.294, 3.222)  0.106
H (-2.849, 5.389, 3.573)  0.085
H (-2.879, 2.883, 2.159)  0.101
H (-2.649, 4.597, 1.322)  0.086
H (-4.492, 4.171, -0.116)  0.107
H (-5.679, 4.295, 1.367)  0.099
H (-5.518, 1.556, 1.607)  0.108
H (-5.936, 2.081, -0.189)  0.105
H (-3.158, 1.944, -0.706)  0.115
H (-3.108, 1.000, 0.956)  0.092
H (-4.234, -0.061, -1.880)  0.110
H (-5.510, -0.108, -0.494)  0.098
H (-4.325, -2.304, -0.159)  0.083
H (-3.416, -1.153, 1.114)  0.112
H (-1.430, -0.796, -0.722)  0.107
H (-2.412, -1.914, -1.927)  0.120
H (-2.094, -4.018, -0.513)  0.114
H (-1.452, -3.052, 1.007)  0.107
H (0.233, -4.529, -1.031)  0.111
H (0.211, -2.776, -1.720)  0.089
H (2.126, -3.795, 0.490)  0.100
H (0.699, -3.010, 1.450)  0.106
H (1.155, -0.783, 0.920)  0.121
H (1.404, -1.141, -0.912)  0.088
H (3.559, -0.024, 0.180)  0.106
H (3.576, -1.220, 1.638)  0.121
H (3.980, -3.150, -0.457)  0.100
H (5.378, -2.168, 0.310)  0.095
H (5.200, -0.265, -1.558)  0.129
H (6.010, -1.914, -2.026)  0.118
H (3.417, -5.114, -2.464)  0.080
H (4.336, -4.838, -4.086)  0.085
H (5.135, -4.144, -2.480)  0.072
H (1.809, -3.966, -4.412)  0.131
H (2.849, 0.120, -1.943)  0.105
H (1.810, -0.567, -3.354)  0.123
H (1.314, 2.209, -3.751)  0.094
H (1.121, 0.761, -4.943)  0.067
H (2.104, 2.325, -5.547)  0.095
H (4.623, 1.965, -2.214)  0.081
H (3.858, 3.318, -3.433)  0.098
H (2.793, 2.412, -2.163)  0.091
H (5.527, 0.627, -7.360)  0.101
H (5.650, -1.316, -7.410)  0.086
H (6.772, -0.329, -6.197)  0.088
H (3.373, -2.152, -6.609)  0.112
H (3.132, -0.470, -7.430)  0.076
H (2.174, -0.960, -5.773)  0.079
H (5.248, -2.477, -4.841)  0.132
H (6.098, -0.989, -3.998)  0.129
C (-0.564, -1.992, -10.178)  -0.272
S (0.302, -0.498, -9.638)  0.826
O (1.495, -0.933, -8.839)  -0.570
C (-0.968, 0.044, -8.470)  -0.267
H (0.069, -2.520, -10.894)  0.050
H (-0.760, -2.641, -9.321)  0.058
H (-1.504, -1.715, -10.662)  0.051
H (-1.139, -0.730, -7.717)  0.059
H (-1.894, 0.255, -9.009)  0.052
H (-0.620, 0.955, -7.978)  0.049
C (-5.926, -5.978, 2.244)  -0.265
S (-5.977, -4.421, 1.323)  0.830
O (-4.585, -4.137, 0.840)  -0.582
C (-6.280, -3.364, 2.759)  -0.259
H (-5.708, -6.788, 1.544)  0.050
H (-5.143, -5.937, 3.005)  0.057
H (-6.896, -6.157, 2.713)  0.023
H (-5.475, -3.483, 3.489)  0.059
H (-7.239, -3.627, 3.211)  0.033
H (-6.313, -2.324, 2.423)  0.046
C (-0.160, 6.204, 8.436)  -0.262
S (-0.684, 5.129, 7.079)  0.790
O (-1.750, 5.855, 6.313)  -0.570
C (-1.506, 3.899, 8.120)  -0.264
H (0.350, 7.073, 8.013)  0.047
H (-1.031, 6.538, 9.006)  0.054
H (0.530, 5.662, 9.087)  0.050
H (-2.294, 4.374, 8.710)  0.059
H (-0.773, 3.431, 8.781)  0.039
H (-1.947, 3.137, 7.474)  0.049
C (-7.740, 2.152, 6.525)  -0.271
S (-6.874, 3.646, 7.065)  0.788
O (-5.681, 3.212, 7.865)  -0.558
C (-8.144, 4.188, 8.234)  -0.275
H (-7.107, 1.624, 5.809)  0.046
H (-7.936, 1.503, 7.382)  0.055
H (-8.679, 2.429, 6.041)  0.051
H (-8.315, 3.414, 8.986)  0.055
H (-9.070, 4.399, 7.695)  0.050
H (-7.796, 5.100, 8.725)  0.050
C (9.074, -2.457, 0.623)  -0.268
S (7.839, -3.761, 0.837)  0.784
O (7.072, -3.455, 2.090)  -0.559
C (9.019, -5.075, 1.229)  -0.273
H (8.556, -1.520, 0.405)  0.049
H (9.660, -2.342, 1.538)  0.057
H (9.730, -2.709, -0.214)  0.053
H (9.607, -4.800, 2.107)  0.057
H (9.677, -5.243, 0.373)  0.052
H (8.461, -5.990, 1.440)  0.051
C (3.149, 2.737, 5.683)  -0.261
S (1.570, 2.393, 6.497)  0.804
O (1.560, 3.141, 7.797)  -0.584
C (1.925, 0.659, 6.870)  -0.264
H (3.168, 3.790, 5.394)  0.053
H (3.975, 2.535, 6.369)  0.058
H (3.242, 2.116, 4.789)  0.054
H (2.826, 0.584, 7.483)  0.057
H (2.058, 0.104, 5.938)  0.054
H (1.077, 0.242, 7.420)  0.051
C (0.231, 8.407, 1.612)  -0.272
S (-1.211, 7.412, 2.065)  0.810
O (-0.925, 5.995, 1.664)  -0.558
C (-2.322, 8.116, 0.823)  -0.264
H (1.071, 8.107, 2.243)  0.050
H (0.488, 8.239, 0.564)  0.056
H (0.013, 9.464, 1.781)  0.050
H (-1.909, 7.965, -0.177)  0.057
H (-2.458, 9.182, 1.017)  0.051
H (-3.288, 7.610, 0.896)  0.048
C (-10.573, -7.299, 4.424)  -0.269
S (-10.624, -5.742, 3.503)  0.828
O (-9.233, -5.458, 3.019)  -0.572
C (-10.927, -4.684, 4.939)  -0.270
H (-10.355, -8.109, 3.724)  0.051
H (-9.790, -7.258, 5.185)  0.058
H (-11.544, -7.478, 4.892)  0.053
H (-10.123, -4.804, 5.668)  0.058
H (-11.886, -4.948, 5.391)  0.053
H (-10.960, -3.645, 4.603)  0.051
C (10.544, -0.954, -9.364)  -0.276
S (9.102, -1.949, -8.911)  0.793
O (9.388, -3.366, -9.312)  -0.563
C (7.991, -1.246, -10.153)  -0.275
H (11.384, -1.254, -8.733)  0.049
H (10.801, -1.123, -10.412)  0.056
H (10.326, 0.103, -9.195)  0.052
H (8.404, -1.396, -11.153)  0.055
H (7.855, -0.179, -9.959)  0.052
H (7.025, -1.751, -10.080)  0.048

Atomic forces in eV per Å
0.3 0.5 -0.2
0.1 -0.3 0.4
0.1 1.1 0.1
0.4 -0.8 -0.8
0.2 0.9 -1.1
-0.9 0.1 0.2
0.2 0.3 0.7
-0.8 0.1 -0.9
-1.2 0.0 0.0
-0.2 -0.5 -0.7
-0.2 -0.5 0.2
-1.4 0.4 0.3
-0.5 0.2 1.0
0.1 1.0 -0.5
0.5 0.1 1.7
0.5 0.1 0.3
-0.2 -0.2 -0.5
-0.4 -0.8 0.2
-0.2 -0.1 -1.1
2.8 -0.8 -0.7
-0.5 0.3 0.8
-1.6 2.2 1.5
0.3 0.1 0.9
-1.2 -0.1 0.4
1.6 -0.7 1.6
-2.4 -1.1 -1.2
1.8 -1.3 -1.2
-0.4 0.2 0.4
0.7 -0.6 0.0
-0.5 0.2 0.0
-0.7 -1.2 -2.1
-1.4 1.8 0.8
2.1 0.5 -0.5
2.3 -1.1 0.1
-2.0 -1.4 -0.5
-1.2 2.0 -0.6
-1.6 -1.8 1.4
-0.6 -0.9 2.2
1.8 -1.3 -0.7
0.9 1.0 -1.7
1.7 0.0 1.9
-1.3 -1.1 1.6
-1.1 0.5 -1.9
0.0 0.0 2.4
2.5 -0.3 -0.3
2.1 1.8 0.5
-0.3 -0.7 -2.3
-1.1 -1.8 -0.1
0.9 0.3 2.4
1.3 2.1 1.0
0.1 -0.1 -2.2
-0.4 2.4 0.8
0.2 -1.1 1.9
-1.5 1.6 -0.5
1.4 -0.1 -2.2
1.3 -1.3 -1.7
1.1 -0.5 2.0
-0.4 -2.3 0.7
-0.6 -0.2 -2.6
0.9 2.0 -0.4
-2.0 0.1 -1.6
-0.5 -2.4 -0.5
-2.3 0.9 0.5
1.5 1.4 -0.8
-0.3 0.8 2.2
-2.1 -0.6 -1.0
0.2 1.8 1.7
0.2 -0.8 -2.5
2.6 0.3 0.5
1.1 -1.1 -2.2
1.6 1.6 0.3
-0.6 -1.3 1.8
-1.6 0.7 -1.6
0.1 -2.3 1.0
1.9 -0.4 -1.6
0.6 -2.2 1.2
0.1 1.9 1.3
-2.3 0.1 -1.2
-0.3 2.5 0.5
-0.3 -1.0 2.4
2.0 0.1 -1.3
-0.3 2.0 0.8
-2.2 -0.7 -1.0
0.0 -0.1 0.0
0.2 -0.2 0.2
-0.8 0.1 -0.5
0.0 0.0 0.1
0.0 0.2 0.1
0.1 0.1 0.0
0.1 0.0 0.0
0.1 0.0 -0.1
0.1 0.0 0.0
0.1 -0.1 -0.1
0.0 -0.1 0.1
0.3 -0.1 0.1
-0.6 -0.4 0.4
0.0 0.1 0.1
0.0 0.2 0.0
0.0 0.1 -0.1
0.0 0.1 -0.1
0.0 0.0 -0.1
0.0 -0.1 -0.1
0.1 -0.2 -0.1
0.0 0.1 0.1
-0.3 0.1 -0.2
0.3 -0.1 0.4
-0.1 0.0 0.2
-0.1 -0.2 -0.1
0.0 -0.1 -0.1
0.0 0.0 -0.1
0.0 0.1 -0.2
0.0 0.1 -0.2
0.1 0.2 0.0
0.0 -0.1 0.0
0.5 -0.2 0.3
-0.8 0.1 -0.3
-0.1 0.0 0.1
0.0 0.2 0.1
0.1 0.1 0.0
0.1 0.1 0.0
0.1 0.0 -0.1
0.1 0.0 0.0
0.1 -0.1 -0.1
0.1 0.1 0.1
-0.2 0.1 0.4
0.5 -0.1 -0.6
0.1 -0.1 0.1
-0.1 -0.2 0.0
-0.1 -0.1 0.0
-0.1 0.0 0.0
-0.1 0.1 -0.1
-0.1 0.0 0.0
0.0 0.2 -0.1
0.1 0.1 0.0
0.1 0.1 0.2
0.3 -0.4 -0.4
0.1 0.0 0.1
-0.1 -0.1 0.1
-0.1 0.0 0.0
-0.1 0.0 0.1
-0.1 0.1 0.0
0.0 0.1 0.0
0.1 0.2 -0.1
0.1 0.0 -0.1
0.1 -0.5 -0.1
0.0 0.9 0.0
0.0 0.0 -0.2
-0.2 0.0 0.0
-0.1 -0.1 0.1
0.0 -0.1 0.0
0.0 0.0 0.1
0.0 -0.1 0.1
0.2 0.0 0.1
0.1 -0.1 0.1
0.3 0.0 0.0
-0.5 -0.1 0.4
0.1 0.1 0.1
0.0 0.2 0.0
0.0 0.1 -0.1
0.0 0.1 -0.1
0.0 -0.1 -0.1
0.1 0.0 -0.1
0.0 -0.2 -0.1
0.1 0.0 -0.1
0.1 -0.5 -0.2
-0.1 0.8 0.1
0.0 0.0 -0.1
-0.2 0.0 0.0
-0.1 -0.1 0.1
0.0 -0.1 0.0
0.0 -0.1 0.1
0.0 -0.1 0.1
0.2 0.0 0.1